C10H30FKO5 | wB97M-V/def2-TZVPD

Last column: natural (NBO) charge in e.
Geometry (Å):
K  0.64  2.83  -1.63  0.9864
F  0.24  0.49  -0.28  -0.9178
C  -1.47  -4.19  0.58  -0.6256
C  -1.13  -2.84  -0.01  -0.0564
O  -0.09  -2.25  0.76  -0.7447
H  -1.95  -4.08  1.55  0.2098
H  -0.57  -4.77  0.75  0.2154
H  -2.11  -4.77  -0.09  0.2031
H  -2.01  -2.18  0.01  0.1518
H  -0.75  -2.95  -1.04  0.1482
H  0.00  -1.32  0.50  0.4891
C  3.96  2.00  2.87  -0.6233
C  2.61  1.69  2.24  -0.0475
O  2.68  0.40  1.67  -0.7297
H  4.08  1.26  3.66  0.2185
H  3.95  3.01  3.30  0.1985
H  4.76  2.01  2.14  0.2074
H  2.41  2.41  1.42  0.1098
H  1.80  1.75  2.96  0.1743
H  1.88  0.28  1.13  0.4875
C  3.08  -2.11  -3.40  -0.6239
C  1.87  -1.85  -2.52  -0.0580
O  2.29  -1.02  -1.45  -0.7573
H  2.84  -2.79  -4.22  0.2040
H  3.89  -2.54  -2.81  0.2166
H  3.50  -1.19  -3.81  0.1990
H  1.48  -2.78  -2.08  0.1609
H  1.03  -1.42  -3.08  0.1406
H  1.51  -0.61  -1.02  0.5010
C  -1.87  2.85  3.40  -0.6256
C  -1.46  2.21  2.09  -0.0500
O  -0.82  0.96  2.39  -0.7461
H  -1.05  2.85  4.12  0.2156
H  -2.69  2.28  3.83  0.2127
H  -2.20  3.88  3.22  0.2019
H  -0.75  2.85  1.54  0.1196
H  -2.31  2.00  1.44  0.1660
H  -0.50  0.60  1.54  0.4956
C  -3.83  0.99  -2.93  -0.6297
C  -2.55  0.45  -2.32  -0.0592
O  -1.97  1.49  -1.52  -0.8064
H  -4.60  1.03  -2.16  0.2118
H  -4.21  0.32  -3.70  0.2139
H  -3.73  2.01  -3.28  0.2099
H  -1.85  0.08  -3.08  0.1512
H  -2.74  -0.40  -1.67  0.1727
H  -1.26  1.07  -0.99  0.5082

Output
Gap between HOMO and LUMO   0.30109 Eh
E_HOMO   -9.27 eV

---

C10H30FKO5 | wB97M-V/def2-TZVPD

Last column: natural (NBO) charge in e.
Geometry (Å):
K  0.25  -0.07  -0.12  0.9531
F  2.38  -1.82  0.32  -0.9209
C  -4.89  0.75  0.75  -0.6439
C  -3.54  1.42  0.85  -0.0661
O  -2.53  0.69  0.17  -0.7371
H  -5.22  0.69  -0.29  0.2011
H  -5.64  1.23  1.38  0.2239
H  -4.85  -0.30  1.04  0.2221
H  -3.20  1.64  1.87  0.1862
H  -3.57  2.46  0.47  0.1537
H  -2.86  0.55  -0.73  0.4672
C  -1.08  3.82  -1.37  -0.6428
C  0.44  3.80  -1.29  -0.0608
O  0.92  2.66  -0.56  -0.7542
H  -1.48  2.96  -1.91  0.2064
H  -1.58  4.75  -1.64  0.2257
H  -1.44  3.57  -0.36  0.2094
H  0.75  4.65  -0.66  0.1654
H  0.87  3.86  -2.29  0.1786
H  1.34  3.00  0.23  0.4802
C  2.19  1.00  -3.96  -0.6251
C  2.85  0.01  -3.05  -0.0608
O  1.81  -0.71  -2.38  -0.7825
H  2.92  1.73  -4.33  0.2094
H  1.41  1.57  -3.45  0.1989
H  1.64  0.51  -4.76  0.2105
H  3.43  0.52  -2.27  0.1626
H  3.54  -0.65  -3.60  0.1655
H  2.22  -1.16  -1.61  0.5152
C  -0.59  -5.46  0.25  -0.6285
C  0.28  -4.50  -0.58  -0.0591
O  -0.07  -3.16  -0.24  -0.7875
H  -0.08  -6.43  0.31  0.2011
H  -1.58  -5.59  -0.18  0.1991
H  -0.67  -5.07  1.26  0.2160
H  0.18  -4.68  -1.66  0.1557
H  1.34  -4.65  -0.36  0.1736
H  0.74  -2.73  0.10  0.5089
C  1.12  0.18  4.76  -0.6269
C  1.88  -0.17  3.50  -0.0599
O  0.98  -0.71  2.53  -0.7916
H  0.29  0.85  4.53  0.2067
H  1.79  0.80  5.38  0.2042
H  0.82  -0.62  5.43  0.2142
H  2.68  -0.90  3.63  0.1809
H  2.27  0.77  3.08  0.1438
H  1.57  -1.06  1.83  0.5083

Output
Gap between HOMO and LUMO   0.34042 Eh
E_HOMO   -9.30 eV

---

C10H30KO10 | wB97M-V/def2-TZVPD

Last column: natural (NBO) charge in e.
Geometry (Å):
K  -0.05  0.14  0.28  0.9307
C  -0.78  -2.99  -0.78  -0.0828
C  -2.26  -2.56  -0.46  -0.1079
O  -2.45  -1.13  -0.43  -0.7921
O  0.07  -2.70  0.29  -0.7482
H  -0.45  -2.21  -1.48  0.1414
H  -0.73  -3.96  -1.26  0.2215
H  -2.47  -3.06  0.49  0.2038
H  -2.87  -3.09  -1.20  0.1867
H  -3.32  -0.84  -0.16  0.5058
H  0.42  -3.48  0.71  0.5033
C  -2.65  0.97  -3.32  -0.0980
C  -1.20  1.20  -3.62  -0.0896
O  -0.43  0.52  -2.66  -0.5694
O  -2.99  -0.42  -3.54  -0.3491
H  -3.20  1.62  -4.00  0.2593
H  -2.94  1.17  -2.28  0.2363
H  -1.04  2.27  -3.48  0.2870
H  -1.06  0.85  -4.65  0.2422
H  0.32  0.20  -3.17  0.5308
H  -2.55  -0.86  -2.82  0.5022
C  3.16  0.07  -1.70  -0.1163
C  2.47  -0.65  -2.86  -0.1107
O  1.92  0.17  -3.91  -0.7608
O  2.30  0.97  -0.95  -0.7490
H  3.96  0.69  -2.11  0.1865
H  3.72  -0.60  -1.04  0.2167
H  1.69  -1.29  -2.45  0.1712
H  3.19  -1.35  -3.30  0.2149
H  2.65  0.58  -4.38  0.5106
H  2.58  1.83  -1.26  0.4903
C  1.18  -1.53  5.02  -0.0983
C  0.95  -1.46  3.50  -0.0914
O  -0.17  -0.70  3.07  -0.7580
O  0.10  -2.23  5.68  -0.7245
H  1.21  -0.51  5.38  0.1791
H  2.09  -2.11  5.20  0.1880
H  0.82  -2.47  3.11  0.1575
H  1.92  -1.17  3.10  0.1890
H  -0.96  -1.13  3.40  0.4908
H  0.04  -1.77  6.52  0.4799
C  0.28  3.09  2.47  -0.0998
C  -0.79  3.64  1.51  -0.0962
O  -1.33  2.60  0.78  -0.7611
O  1.47  2.64  1.87  -0.7096
H  -0.12  2.23  3.01  0.1985
H  0.52  3.89  3.17  0.1883
H  -0.34  4.36  0.83  0.1573
H  -1.59  4.24  1.95  0.1947
H  -2.14  2.87  0.35  0.4790
H  1.84  3.45  1.52  0.4694

Output
Gap between HOMO and LUMO (alpha / beta)   0.34079 / 0.09133 Eh
E_HOMO (alpha / beta)   -14.61 / -14.61 eV
Charge   +2
2S+1   2

---

C10H30NO7 | wB97M-V/def2-TZVPD

Last column: natural (NBO) charge in e.
Geometry (Å):
N  0.47  0.28  0.09  -0.9765
H  -0.43  0.78  0.13  0.4290
H  0.95  0.35  1.02  0.4714
H  1.16  0.74  -0.52  0.4559
H  0.26  -0.64  -0.29  0.4145
C  2.29  1.92  2.07  0.9660
O  2.33  2.93  2.86  -0.8323
O  1.46  0.94  2.39  -0.9382
O  2.96  1.85  0.97  -0.9005
O  2.29  1.87  -1.26  -1.0496
H  2.99  2.08  -1.88  0.4552
H  2.71  1.92  -0.35  0.5057
C  -2.05  -1.40  -2.91  -0.6370
C  -0.74  -2.10  -2.61  0.0967
C  0.49  -1.40  -3.21  -0.6351
O  -0.47  -2.09  -1.20  -0.7311
H  -2.91  -1.99  -2.58  0.1973
H  -2.24  -1.23  -3.97  0.2113
H  -2.03  -0.48  -2.32  0.2219
H  -0.78  -3.11  -3.04  0.1560
H  0.67  -0.34  -3.01  0.2357
H  0.52  -1.58  -4.28  0.1991
H  1.32  -2.01  -2.87  0.2250
H  -1.05  -2.77  -0.84  0.4748
C  -2.70  3.98  0.24  -0.6335
C  -2.13  2.84  -0.60  0.1051
C  -0.82  3.27  -1.26  -0.6293
O  -1.86  1.74  0.27  -0.7398
H  -3.66  3.65  0.65  0.1875
H  -2.94  4.83  -0.39  0.2057
H  -2.07  4.26  1.09  0.2364
H  -2.87  2.46  -1.32  0.1467
H  -0.97  4.04  -2.01  0.2033
H  -0.36  2.43  -1.78  0.2267
H  -0.23  3.66  -0.43  0.2450
H  -2.68  1.53  0.74  0.4749
C  -0.04  -2.19  2.65  -0.6292
C  1.38  -2.60  3.04  0.0863
C  1.71  -3.96  2.55  -0.6178
O  2.29  -1.70  2.44  -0.7682
H  -0.31  -2.40  1.62  0.1814
H  -0.25  -1.13  2.83  0.2415
H  -0.76  -2.78  3.24  0.1821
H  1.50  -2.55  4.12  0.1491
H  2.71  -4.30  2.86  0.2086
H  1.79  -4.08  1.47  0.2072
H  1.09  -4.75  2.98  0.1888
H  2.01  -0.77  2.60  0.5264

Output
Gap between HOMO and LUMO   0.18374 Eh
E_HOMO   -2.70 eV
Charge   -1

---

C10H30O9PRb | wB97M-V/def2-TZVPD

Last column: Mulliken charge in e.
Geometry (Å):
Rb  -0.65  -0.69  -0.14  0.7148
P  1.49  -1.81  -2.72  0.4431
O  2.76  -1.83  -3.60  -0.9243
O  0.25  -2.25  -3.58  -0.9299
O  1.12  -0.39  -2.23  -0.4715
O  1.48  -2.83  -1.52  -0.7245
C  1.50  1.98  3.24  -1.0982
C  0.13  1.51  2.73  0.0460
O  -0.19  2.09  1.47  -0.4428
H  2.22  1.92  2.43  0.2546
H  1.72  1.42  4.16  0.3173
H  1.40  3.01  3.59  0.3241
H  -0.66  1.80  3.43  0.3469
H  0.06  0.43  2.55  0.0552
H  0.53  1.92  0.83  0.2326
C  -3.40  -4.28  1.93  -1.1123
C  -2.51  -3.90  0.76  -0.1169
O  -1.36  -3.21  1.27  -0.4639
H  -4.39  -4.67  1.71  0.3422
H  -3.54  -3.47  2.65  0.2719
H  -2.88  -5.05  2.51  0.2719
H  -3.03  -3.22  0.07  0.1892
H  -2.18  -4.73  0.13  0.3569
H  -0.61  -3.65  0.84  0.3091
C  4.32  -1.38  1.16  -1.3423
C  3.06  -0.71  0.62  0.9172
O  2.01  -1.64  0.66  -0.3995
H  5.23  -0.77  1.07  0.3636
H  4.49  -2.25  0.53  0.3178
H  4.15  -1.72  2.18  0.2643
H  3.21  -0.43  -0.43  0.1139
H  2.69  0.21  1.11  -0.5168
H  1.77  -2.05  -0.24  0.1530
C  -4.85  1.63  -2.51  -1.0446
C  -3.71  1.78  -1.52  -0.2967
O  -2.95  0.58  -1.48  -0.4122
H  -5.58  0.88  -2.20  0.2499
H  -4.48  1.36  -3.50  0.3304
H  -5.35  2.60  -2.61  0.3470
H  -4.15  2.01  -0.55  0.2853
H  -3.07  2.63  -1.77  0.2672
H  -2.46  0.55  -2.31  0.2768
C  1.66  3.94  -1.01  -1.1003
C  2.19  2.56  -1.38  -0.3092
O  1.32  1.61  -0.83  -0.3686
H  0.66  4.10  -1.44  0.2458
H  2.29  4.75  -1.38  0.3662
H  1.50  4.07  0.06  0.2349
H  3.19  2.46  -0.91  0.2039
H  2.34  2.38  -2.45  0.3664
H  1.29  0.77  -1.41  0.2954

Output
Gap between HOMO and LUMO   0.08694 Eh
E_HOMO   1.27 eV
Charge   -2

---

C10H30Si4 | wB97M-V/def2-TZVPD

Last column: natural (NBO) charge in e.
Geometry (Å):
C  -0.01  0.86  -3.54  -1.1058
C  0.92  -1.82  -2.58  -1.1197
C  2.69  0.55  -2.31  -1.1134
C  1.52  -2.02  1.51  -1.0969
C  0.62  0.36  3.30  -1.1246
C  3.14  0.59  1.84  -1.1082
C  -2.79  -1.30  -0.92  -1.1038
C  -2.42  -0.93  2.03  -1.0918
C  -3.63  1.22  0.42  -1.1139
C  -0.05  2.38  0.37  -1.0590
Si  0.93  -0.02  -2.17  1.2951
Si  1.41  -0.14  1.70  1.2805
Si  -2.28  -0.04  0.35  1.2715
Si  -0.02  0.53  -0.01  0.1474
H  0.53  0.69  -4.48  0.2343
H  -0.96  0.40  -3.73  0.2330
H  -0.15  1.92  -3.33  0.2366
H  -0.03  -2.01  -3.08  0.2385
H  0.93  -2.46  -1.70  0.2415
H  1.76  -2.09  -3.19  0.2397
H  3.01  0.39  -3.33  0.2371
H  2.77  1.65  -2.15  0.2355
H  3.36  0.04  -1.64  0.2362
H  1.94  -2.58  2.32  0.2352
H  0.53  -2.37  1.27  0.2290
H  2.15  -2.19  0.65  0.2278
H  1.23  1.01  3.95  0.2411
H  -0.31  0.86  3.04  0.2274
H  0.33  -0.51  3.87  0.2418
H  3.91  -0.16  1.92  0.2410
H  3.34  1.35  2.58  0.2409
H  3.25  1.05  0.86  0.2304
H  -3.84  -1.54  -0.84  0.2352
H  -2.17  -2.19  -0.85  0.2336
H  -2.56  -0.84  -1.87  0.2250
H  -2.97  -0.37  2.77  0.2320
H  -2.85  -1.92  1.89  0.2347
H  -1.41  -1.06  2.43  0.2256
H  -3.48  1.77  1.34  0.2355
H  -3.55  1.93  -0.41  0.2335
H  -4.65  0.87  0.32  0.2499
H  0.74  2.88  -0.14  0.2303
H  0.13  2.46  1.44  0.2284
H  -1.02  2.81  0.09  0.2315

Output
Gap between HOMO and LUMO   0.34126 Eh
SMILES   C[Si](C)(C)[Si](C)([Si](C)(C)C)[Si](C)(C)C
E_HOMO   -8.54 eV

---

C10H31NO5 | wB97M-V/def2-TZVPD

Last column: natural (NBO) charge in e.
Geometry (Å):
C  -0.69  3.99  0.44  -0.2745
O  -0.51  5.16  -0.45  -0.7366
H  -0.56  3.07  -0.12  0.1786
H  -0.11  4.04  1.36  0.1823
H  -1.72  4.08  0.79  0.1882
H  0.16  5.59  0.08  0.4868
C  -3.28  4.10  -1.97  -0.2492
O  -2.35  5.14  -2.29  -0.7399
H  -3.06  3.06  -2.19  0.1384
H  -3.40  4.13  -0.89  0.1503
H  -4.27  4.17  -2.42  0.1838
H  -1.75  5.28  -1.56  0.4938
C  -1.25  -2.84  3.34  -0.6244
C  -2.55  -2.51  2.65  -0.0617
O  -2.53  -1.32  1.97  -0.7325
H  -1.25  -3.89  3.64  0.2365
H  -1.15  -2.18  4.20  0.2249
H  -0.47  -2.65  2.61  0.1809
H  -3.46  -2.45  3.24  0.1778
H  -2.79  -3.20  1.84  0.1521
H  -3.28  -1.46  1.38  0.4764
C  -0.76  0.66  -1.39  -0.6446
C  -1.15  -0.79  -1.63  -0.0643
O  -0.80  -1.48  -0.43  -0.8040
H  0.15  0.77  -0.81  0.1901
H  -1.54  1.13  -0.79  0.2168
H  -0.79  1.21  -2.34  0.2356
H  -0.72  -1.31  -2.49  0.1886
H  -2.23  -0.91  -1.64  0.1795
H  -1.34  -1.26  0.33  0.5001
C  1.90  -3.66  -0.21  -0.6048
C  2.64  -2.49  0.35  -0.1242
C  3.31  -1.53  -0.64  -0.0490
O  4.04  -0.45  -0.03  -0.5246
C  4.36  0.52  -1.02  -0.2659
N  1.69  -1.83  1.13  -0.2531
H  2.64  -4.10  -0.88  0.2456
H  1.04  -3.33  -0.80  0.2413
H  1.46  -4.19  0.64  0.2450
H  3.36  -2.98  1.01  0.2363
H  2.52  -1.22  -1.33  0.1892
H  3.97  -2.14  -1.26  0.2263
H  4.98  0.10  -1.81  0.1889
H  4.82  1.34  -0.47  0.2195
H  3.51  1.00  -1.49  0.1799
H  1.15  -1.19  0.57  0.4153
H  2.07  -1.16  1.79  0.4046

Output
Gap between HOMO and LUMO (alpha / beta)   0.32318 / 0.11352 Eh
E_HOMO (alpha / beta)   -11.48 / -11.48 eV
Charge   +1
2S+1   2

---

C10H32BrO6 | wB97M-V/def2-TZVPD

Last column: natural (NBO) charge in e.
Geometry (Å):
Br  -29.80  0.58  -0.35  -0.8944
C  -30.95  0.49  -4.30  -0.6359
C  -29.49  0.09  -4.48  0.0949
C  -29.02  0.26  -5.91  -0.6176
O  -28.70  0.90  -3.61  -0.7341
H  -31.60  -0.19  -4.86  0.1925
H  -31.13  1.50  -4.68  0.2020
H  -31.29  0.52  -3.27  0.2286
H  -29.32  -0.97  -4.23  0.1502
H  -28.07  -0.25  -6.08  0.2040
H  -28.83  1.30  -6.19  0.2109
H  -29.72  -0.24  -6.59  0.1943
H  -29.15  0.88  -2.76  0.4901
C  -29.26  -3.37  -2.30  -0.6357
C  -30.17  -3.54  -1.06  0.1079
C  -29.33  -3.50  0.22  -0.6426
O  -31.20  -2.58  -1.01  -0.7481
H  -28.53  -4.19  -2.29  0.1946
H  -28.72  -2.43  -2.17  0.2189
H  -29.79  -3.41  -3.25  0.2092
H  -30.71  -4.49  -1.13  0.1568
H  -29.96  -3.36  1.10  0.2172
H  -28.58  -2.70  0.27  0.2177
H  -28.78  -4.44  0.33  0.1941
H  -30.78  -1.72  -0.85  0.4896
C  -30.42  3.09  2.99  -0.2401
O  -31.19  2.85  1.84  -0.7413
H  -30.82  3.92  3.57  0.1630
H  -30.42  2.21  3.65  0.1516
H  -29.38  3.32  2.72  0.1552
H  -30.79  2.12  1.35  0.4961
C  -27.61  4.08  0.12  -0.2505
O  -27.55  3.12  -0.93  -0.7389
H  -28.61  4.48  0.27  0.1650
H  -27.27  3.56  1.02  0.1552
H  -26.93  4.90  -0.11  0.1644
H  -28.21  2.45  -0.69  0.4882
C  -33.99  -0.69  0.17  -0.2429
O  -33.21  0.47  0.32  -0.7358
H  -33.49  -1.58  0.57  0.1660
H  -34.96  -0.55  0.65  0.1601
H  -34.17  -0.90  -0.89  0.1509
H  -32.32  0.28  0.00  0.4895
C  -26.07  -1.33  -0.85  -0.2390
O  -26.66  -0.18  -1.40  -0.7357
H  -25.80  -1.23  0.21  0.1485
H  -26.71  -2.21  -0.99  0.1498
H  -25.15  -1.58  -1.37  0.1624
H  -27.56  -0.07  -1.05  0.4935

Output
Gap between HOMO and LUMO   0.34388 Eh
E_HOMO   -6.20 eV
Charge   -1